Here is 13 unconnected molecules or ions with the total composition C16H15Cl36IN3OS at a distorted geometry from the Open Molecules 2025 dataset. Energies are from the ωB97M-V functional and the def2-TZVPD basis.

As for the lowest unoccupied orbital energy: -4.18 eV. The net charge is +1. The total energy comes out at -18120.53745 Eh.

Each line ends with the Mulliken charge.
Positions of all 73 atoms, in Å:
1 O 1.15391 2.19927 4.05810  -0.22
2 C 0.15954 3.18101 3.73303  0.09
3 N 0.15016 4.53515 4.25971  0.02
4 C -1.00396 5.29443 3.77210  -0.43
5 I -1.69371 7.30692 4.14301  0.29
6 C -1.67516 4.23427 2.88021  0.24
7 N -2.91869 4.27669 2.08452  -0.26
8 C -3.84784 3.64400 2.78166  0.44
9 S -4.78413 2.75750 3.84523  -0.06
10 N -0.97982 2.94952 2.85197  0.20
11 H 1.26230 1.64960 3.22994  0.14
12 H 0.87460 4.90888 4.89403  0.27
13 H -1.23859 2.08677 2.32648  0.32
14 C 1.95543 0.51591 7.17270  0.41
15 Cl 1.52865 -1.20144 7.22743  0.01
16 Cl 1.51946 1.31293 8.69150  -0.13
17 Cl 3.68069 0.71444 6.83682  -0.10
18 H 1.39393 0.98469 6.36647  -0.17
19 C 2.33169 -5.06394 6.79132  -0.06
20 Cl 3.28590 -5.84737 8.05762  -0.11
21 Cl 0.92583 -4.24158 7.48870  -0.05
22 Cl 3.33078 -3.92266 5.87935  -0.10
23 H 1.97401 -5.83160 6.10721  0.33
24 C 1.47652 -0.46501 0.72208  -0.10
25 Cl 2.43256 -1.25162 1.98000  -0.05
26 Cl 0.07607 0.35503 1.43824  -0.21
27 Cl 2.46639 0.67908 -0.19068  -0.06
28 H 1.11235 -1.22825 0.03606  0.39
29 C -4.74997 5.92085 -0.61009  0.25
30 Cl -6.28780 5.64428 -1.44154  -0.11
31 Cl -3.48114 6.33617 -1.77096  -0.08
32 Cl -4.92132 7.19510 0.60671  -0.13
33 H -4.46343 5.00042 -0.10424  0.08
34 C -3.26289 3.13938 -4.80970  0.00
35 Cl -2.28504 2.34853 -3.56267  -0.08
36 Cl -4.65405 3.95571 -4.08221  -0.07
37 Cl -2.28186 4.28586 -5.73436  -0.10
38 H -3.63122 2.37549 -5.49190  0.24
39 C 1.24481 4.63977 -3.18236  0.55
40 Cl 2.21862 3.84585 -1.93560  -0.12
41 Cl -0.14292 5.45682 -2.45052  -0.06
42 Cl 2.22662 5.78478 -4.10560  -0.12
43 H 0.87365 3.87742 -3.86569  -0.23
44 C -0.22577 1.00903 -7.03127  -0.01
45 Cl 0.51679 1.64164 -5.55383  -0.10
46 Cl 0.69630 -0.36782 -7.64843  -0.09
47 Cl -1.90851 0.54512 -6.73513  -0.12
48 H -0.21421 1.79522 -7.78445  0.30
49 C -0.86278 -3.04375 -9.60869  0.45
50 Cl -0.44098 -2.28934 -11.15280  -0.14
51 Cl -2.21340 -4.16646 -9.81328  -0.10
52 Cl 0.53961 -3.87634 -8.92024  -0.11
53 H -1.16972 -2.26059 -8.91696  -0.12
54 C -4.17968 -5.06441 -6.33837  -0.03
55 Cl -3.64815 -3.46061 -6.86554  -0.07
56 Cl -4.88143 -5.96252 -7.69149  -0.11
57 Cl -2.83150 -5.96341 -5.62757  -0.12
58 H -4.94681 -4.93779 -5.57649  0.33
59 C 4.15921 -4.69089 -10.02838  0.33
60 Cl 4.70547 -5.59939 -11.44479  -0.12
61 Cl 4.17959 -5.71627 -8.58557  -0.13
62 Cl 5.16431 -3.25472 -9.78499  -0.13
63 H 3.13475 -4.36632 -10.20366  0.04
64 C 6.59678 -3.20321 7.36673  0.37
65 Cl 6.79155 -1.44371 7.36564  -0.12
66 Cl 8.14842 -4.00039 7.07097  -0.12
67 Cl 5.89760 -3.75077 8.89645  -0.11
68 H 5.91460 -3.47279 6.56285  -0.03
69 C -2.09251 -3.77035 10.15230  0.03
70 Cl -1.12882 -4.54595 11.41658  -0.11
71 Cl -3.50068 -2.95945 10.85239  -0.12
72 Cl -1.10559 -2.62184 9.23490  -0.10
73 H -2.44538 -4.54099 9.46902  0.29